Entry 1:
44
Properties=species:S:1:pos:R:3 method="wB97M-V/def2-TZVPD" lumo_ev="-10.897 / -13.188" de_lowest_ev=1.470 total_charge=+3 homo_lumo_gap_ha="0.19856 / 0.18309" spin_multiplicity=6 e_homo_ev="-16.3 / -18.2"
C -2.054 1.212 1.824
I -3.031 -0.293 0.151
H -0.996 1.068 1.605
H -2.617 0.252 2.126
H -2.060 1.668 2.833
Ir 1.902 -0.644 -0.832
P 0.965 -1.928 0.699
C -0.623 -1.922 1.637
C 0.722 -3.620 0.022
H 0.727 -4.334 0.849
H 1.791 -2.701 2.819
H 1.527 -3.855 -0.685
H 3.025 -1.675 1.986
H -1.435 -2.256 0.976
H -0.247 -3.651 -0.472
C 1.965 -1.789 2.242
H -0.537 -2.598 2.517
H 1.595 -0.931 2.818
H -0.761 -0.895 1.994
P 0.709 0.813 -1.791
C -0.655 1.940 -1.754
C 2.239 1.703 -1.304
H 1.600 -0.517 -3.574
H 1.535 1.224 -3.994
H 0.036 0.217 -4.029
C 0.999 0.393 -3.537
H 2.902 1.045 -0.703
H 2.756 2.064 -2.182
H -0.334 2.780 -2.384
H -0.889 2.310 -0.749
H 1.891 2.516 -0.648
H -1.559 1.459 -2.163
Cl 3.577 -2.137 -0.546
C -5.800 1.245 1.598
N -5.099 2.066 0.584
C -5.813 2.940 -0.343
C -3.807 1.851 0.497
N -2.719 2.320 0.993
H -6.757 1.672 1.889
H -5.133 1.168 2.473
H -5.928 0.225 1.240
H -5.194 3.832 -0.519
H -5.977 2.454 -1.309
H -6.786 3.235 0.050

Entry 2:
44
Properties=species:S:1:pos:R:3 method="wB97M-V/def2-TZVPD" lumo_ev="-2.682 / -2.804" de_lowest_ev=0.000 total_charge=+1 homo_lumo_gap_ha="0.25232 / 0.27918" spin_multiplicity=2 e_homo_ev="-9.5 / -10.4"
Re -0.133 0.521 0.074
N -0.995 -1.904 -0.381
C -0.925 -2.773 0.798
C -1.042 -1.914 2.044
N -0.024 -0.829 2.088
C 1.340 -1.396 2.235
C 2.093 -1.415 0.919
N 1.978 -0.067 0.331
C -0.343 0.065 3.233
C 0.385 1.383 3.112
N 0.078 1.973 1.784
H -1.956 -1.626 -0.561
H -0.650 -2.355 -1.220
H 0.018 -3.321 0.785
H -1.715 -3.528 0.825
H -0.960 -2.532 2.945
H -2.020 -1.431 2.052
H 1.294 -2.395 2.676
H 1.900 -0.777 2.939
H 1.651 -2.105 0.206
H 3.132 -1.708 1.083
H 2.373 -0.042 -0.603
H 2.516 0.597 0.883
H -0.123 -0.422 4.189
H -1.416 0.255 3.194
H 1.466 1.268 3.191
H 0.080 2.045 3.923
H 0.735 2.715 1.568
H -0.846 2.407 1.807
C 0.938 0.872 -3.802
C -0.295 1.217 -2.971
C -1.507 0.409 -3.433
C -0.587 2.714 -3.008
N -0.034 0.827 -1.588
H 0.748 1.087 -4.854
H 1.185 -0.188 -3.711
H 1.800 1.463 -3.487
H -1.793 0.726 -4.436
H -2.354 0.569 -2.765
H -1.275 -0.657 -3.465
H -0.814 3.026 -4.029
H 0.275 3.284 -2.658
H -1.441 2.952 -2.374
I -2.738 1.010 0.462

Entry 3:
43
Properties=species:S:1:pos:R:3 method="wB97M-V/def2-TZVPD" lumo_ev="2.519 / 2.787" total_charge=-1 homo_lumo_gap_ha="0.07348 / 0.25325" spin_multiplicity=2 e_homo_ev="0.5 / -4.1"
Li 0.226 -0.043 0.719
C 4.061 -1.358 -0.039
C 3.128 -1.884 1.173
O 1.895 -1.220 1.053
H 5.049 -1.818 -0.058
H 4.012 -0.278 -0.181
H 3.679 -1.774 -0.971
H 3.690 -1.573 2.054
H 3.103 -2.973 1.143
C -1.744 2.342 1.277
C -0.371 2.267 2.037
C -0.342 1.060 3.069
O -0.790 -0.201 2.531
C -0.630 -1.135 3.580
N 0.420 1.968 0.869
H -2.479 2.655 2.018
H -2.020 1.371 0.866
H -1.799 3.041 0.443
H -0.158 3.220 2.523
H -1.036 1.271 3.883
H 0.667 1.039 3.480
H -1.056 -0.840 4.539
H 0.385 -1.444 3.830
H -1.256 -1.985 3.307
H 1.379 1.805 1.141
H 0.461 2.768 0.254
C 0.929 -0.698 -2.371
C -0.524 -0.315 -2.049
C -1.396 -1.024 -3.144
O -2.726 -0.442 -3.156
C -2.885 0.835 -3.668
N -0.947 -0.867 -0.799
H 1.060 -1.779 -2.405
H 1.561 -0.216 -1.625
H 1.258 -0.221 -3.294
H -0.607 0.771 -2.084
H -1.609 -2.059 -2.875
H -0.918 -1.036 -4.123
H -3.820 0.768 -4.225
H -2.111 1.051 -4.404
H -2.965 1.543 -2.843
H -1.941 -0.722 -0.688
H -0.834 -1.870 -0.782

Entry 4:
47
Properties=species:S:1:pos:R:3 method="wB97M-V/def2-TZVPD" lumo_ev="-10.336 / -11.205" de_lowest_ev=0.000 total_charge=+2 homo_lumo_gap_ha="0.19047 / 0.15854" spin_multiplicity=3 e_homo_ev="-15.5 / -15.5"
Ni 2.594 -0.091 -3.028
C -0.017 0.684 2.036
C 0.329 -0.738 2.361
N 0.658 -1.577 1.138
C 1.969 -1.123 0.556
C 0.836 -3.015 1.567
C 2.152 -3.402 2.221
C -0.375 -1.545 0.052
C -1.730 -2.101 0.442
O -2.327 -1.232 1.364
C -3.761 -1.305 1.336
H -0.939 0.852 1.487
H 0.853 1.250 1.698
H -0.270 1.145 3.000
H -0.497 -1.281 2.809
H 1.187 -0.813 3.025
H 2.749 -1.331 1.282
H 1.950 -0.079 0.268
H 2.168 -1.819 -0.266
H 0.656 -3.642 0.692
H 0.005 -3.264 2.225
H 2.466 -2.746 3.029
H 2.910 -3.599 1.467
H 1.951 -4.369 2.685
H -0.006 -2.085 -0.819
H -0.503 -0.497 -0.214
H -1.702 -3.111 0.870
H -2.354 -2.191 -0.457
H -4.122 -0.721 2.173
H -4.077 -2.345 1.478
H -4.133 -0.978 0.368
O 1.144 0.657 -2.385
H 0.631 1.307 -1.891
C -1.741 2.114 -2.724
N -2.480 0.938 -2.210
O -3.108 1.080 -1.187
O -2.454 -0.061 -2.892
H -2.427 2.720 -3.310
H -0.982 1.743 -3.412
H -1.232 2.695 -1.958
C 2.035 4.226 -2.292
N 1.965 5.643 -1.874
O 1.064 6.301 -2.330
O 2.852 6.028 -1.140
H 2.519 4.184 -3.266
H 1.007 3.879 -2.387
H 2.587 3.616 -1.585

Entry 5:
42
Properties=species:S:1:pos:R:3 method="wB97M-V/def2-TZVPD" lumo_ev=0.247 smiles="C#C[PH3][PH2]=N.CCOCC.CCOCC" homo_lumo_gap_ha=0.31057 spin_multiplicity=1 e_homo_ev=-8.2
C -1.680 -2.196 -3.437
C -0.749 -1.550 -4.306
P 0.234 -0.544 -5.650
P 1.167 0.698 -7.240
N 0.259 2.074 -7.263
H -2.646 -2.361 -2.756
H -1.049 -0.087 -6.194
H 0.809 0.347 -4.633
H 0.936 -1.722 -6.094
H 2.566 1.001 -6.935
H 1.058 -0.031 -8.502
H 0.936 2.845 -7.076
C -1.360 -0.599 -0.219
C -2.796 -0.374 0.224
O -3.361 -1.489 0.908
C -2.708 -1.894 2.109
C -2.667 -0.808 3.171
H -1.293 -1.482 -0.868
H -0.988 0.271 -0.769
H -0.693 -0.768 0.629
H -3.414 -0.204 -0.664
H -2.883 0.529 0.836
H -1.703 -2.266 1.884
H -3.272 -2.749 2.501
H -2.109 0.070 2.837
H -2.190 -1.183 4.081
H -3.681 -0.476 3.418
C 3.200 1.292 1.776
C 1.764 1.518 2.219
O 1.198 0.403 2.903
C 1.852 -0.003 4.104
C 1.892 1.083 5.166
H 3.267 0.409 1.127
H 3.572 2.163 1.227
H 3.866 1.123 2.624
H 1.146 1.688 1.332
H 1.677 2.421 2.831
H 2.857 -0.374 3.880
H 1.288 -0.857 4.496
H 2.450 1.961 4.832
H 2.370 0.708 6.076
H 0.878 1.415 5.413

Entry 6:
46
Properties=species:S:1:pos:R:3 method="wB97M-V/def2-TZVPD" lumo_ev=4.579 de_lowest_ev=3.414 total_charge=-2 homo_lumo_gap_ha=0.09275 spin_multiplicity=1 e_homo_ev=2.1
Cu -0.141 -0.684 -0.660
C 0.331 -3.218 -1.839
O -0.061 -2.227 -2.502
O -0.360 -4.211 -2.160
O 0.179 -3.093 -0.608
B -2.309 -2.981 1.396
H -1.314 -3.395 1.451
H -2.352 -2.306 0.556
H -2.993 -3.759 1.093
H -2.496 -2.558 2.371
C 3.486 -0.899 -1.725
C 2.886 0.215 -0.878
C 3.901 1.403 -0.753
O 1.702 0.676 -1.429
H 2.909 -1.804 -1.533
H 4.528 -1.143 -1.523
H 3.501 -0.689 -2.795
H 2.741 -0.096 0.157
H 4.837 1.032 -0.337
H 3.506 2.140 -0.053
H 4.093 1.886 -1.711
H 2.004 1.033 -2.268
C -2.132 2.708 -2.674
C -1.738 1.859 -1.433
C -2.645 2.163 -0.260
O -1.861 0.524 -1.711
H -2.078 3.752 -2.367
H -3.163 2.547 -2.991
H -1.530 2.506 -3.560
H -0.744 2.119 -1.069
H -3.700 2.126 -0.530
H -2.318 3.102 0.186
H -2.481 1.381 0.482
H -2.757 0.244 -1.509
C 0.196 -1.128 3.418
C -0.575 -0.004 2.755
C 0.258 1.312 2.534
O -0.883 -0.465 1.462
H -0.346 -2.069 3.319
H 0.319 -0.912 4.480
H 1.171 -1.236 2.944
H -1.449 0.312 3.325
H -0.370 2.160 2.262
H 0.966 1.227 1.709
H 0.767 1.658 3.433
H -1.482 -1.210 1.547

For reference, calculated total energy by record: -55790.1808 -28485.2499 -20133.7847 -68579.8576 -34961.5478 -68417.0925 eV.